{
  "formula": "C3HF3",
  "method": "wB97M-V/def2-TZVPD",
  "species": ["C", "C", "C", "F", "F", "F", "H"],
  "positions_angstrom": [[-0.1759, -0.3552, -0.1254], [-2.1180, -0.2387, 0.0304], [1.1532, 0.1283, -0.0249], [-2.5042, 0.9339, 0.1264], [2.2214, -0.5750, 0.1790], [1.4326, 1.4687, -0.0109], [-0.0091, -1.3621, -0.1746]],
  "forces_ev_per_angstrom": [[1.482, 2.615, 0.524], [3.644, -1.173, -0.435], [-5.258, 2.110, 0.087], [0.016, 1.281, 0.069], [0.337, -0.133, -0.297], [0.148, -1.754, 0.058], [-0.368, -2.946, -0.005]],
  "mulliken_charge": [-0.49, 0.20, 0.39, -0.01, -0.18, -0.22, 0.29],
  "e_above_lowest_kcal_mol": 100.7,
  "molar_mass_g_mol": 94.0,
  "largest_force_ha_per_bohr": 0.1102,
  "e_tot_ev": -11273.2818,
  "total_charge": 0
}